Record 1
{
  "formula": "C17H22FeN5O2",
  "method": "the ωB97M-V functional and the def2-TZVPD basis",
  "elements": ["Fe", "C", "C", "C", "C", "N", "C", "C", "C", "C", "C", "C", "C", "H", "H", "H", "H", "H", "H", "H", "H", "N", "C", "C", "C", "C", "N", "C", "N", "N", "C", "O", "O", "H", "H", "H", "H", "H", "H", "H", "H", "H", "H", "H", "H", "H", "H"],
  "positions_angstrom": [[0.66136, -1.46593, -0.39457], [-2.73599, -2.18770, -2.99328], [-3.24143, -3.36751, -2.46713], [-2.67148, -3.90125, -1.32292], [-1.60159, -3.24725, -0.74175], [-1.11361, -2.09685, -1.24922], [-1.67319, -1.57991, -2.36098], [-0.88065, -3.71972, 0.45123], [-1.02602, -4.99115, 1.00829], [-0.28929, -5.35754, 2.12480], [0.61836, -4.48080, 2.70623], [0.78821, -3.20243, 2.17848], [0.07090, -2.89496, 1.03988], [-3.15619, -1.74367, -3.88377], [-4.07104, -3.87200, -2.94408], [-3.05776, -4.81262, -0.89209], [-1.24552, -0.65895, -2.72312], [-1.70879, -5.70565, 0.56619], [-0.43181, -6.34052, 2.55212], [1.18989, -4.78238, 3.57414], [1.47651, -2.50617, 2.64009], [-0.16794, 0.17662, 1.22603], [0.43697, 1.41360, 0.62424], [1.46061, 2.11085, 1.52637], [1.06977, 3.51994, 1.98021], [1.40263, 4.62220, 0.97959], [0.61129, 4.59034, -0.26195], [0.97617, 4.08571, -1.43625], [0.13031, 4.13161, -2.46491], [2.16652, 3.50849, -1.60447], [0.99963, 0.71515, -0.59798], [0.24740, 0.51180, -1.56659], [2.04497, -0.01503, -0.38570], [-1.17399, 0.24853, 1.32433], [0.22286, -0.00604, 2.14368], [-0.36444, 2.08045, 0.31100], [2.42769, 2.14204, 1.01821], [1.63916, 1.48816, 2.40463], [1.62103, 3.76863, 2.88847], [0.00995, 3.56199, 2.24575], [2.46210, 4.59162, 0.72204], [1.23629, 5.60305, 1.42216], [-0.29966, 5.02085, -0.22277], [-0.75583, 4.60188, -2.39213], [0.39288, 3.78334, -3.37124], [2.85856, 3.50493, -0.87649], [2.44419, 3.15427, -2.50478]],
  "forces_ev_per_a": [[-0.725, -0.362, 0.769], [-0.021, 0.055, -0.035], [0.014, -0.041, 0.048], [-0.109, 0.047, -0.085], [0.237, 0.010, 0.202], [-0.161, 0.030, -0.863], [-0.041, -0.100, 0.189], [0.123, -0.527, 0.337], [-0.161, 0.033, -0.116], [0.023, 0.015, -0.004], [0.039, 0.115, 0.137], [-0.179, -0.392, -0.015], [0.719, 0.829, -0.420], [0.005, -0.005, -0.003], [-0.008, 0.017, -0.001], [0.014, 0.002, 0.020], [0.041, 0.010, -0.029], [-0.011, 0.000, 0.037], [0.031, -0.015, -0.014], [-0.025, -0.023, 0.003], [0.045, -0.002, -0.027], [0.106, 0.109, -0.047], [0.008, 0.059, 0.052], [0.007, -0.010, -0.020], [0.025, 0.019, -0.047], [-0.002, 0.042, -0.086], [0.017, -0.100, 0.017], [0.042, 0.034, 0.028], [-0.012, 0.010, -0.002], [-0.054, -0.089, 0.027], [0.189, 0.061, -0.159], [0.139, 0.283, -0.042], [-0.252, -0.122, 0.054], [-0.013, -0.044, -0.048], [-0.033, -0.036, 0.016], [-0.017, 0.008, 0.064], [0.010, -0.053, 0.015], [-0.012, 0.025, 0.025], [-0.011, -0.023, 0.011], [0.001, 0.013, 0.005], [0.004, 0.042, 0.012], [-0.018, -0.017, 0.027], [0.008, 0.026, 0.008], [0.001, 0.005, -0.014], [-0.001, 0.006, -0.006], [0.010, 0.028, -0.010], [0.010, 0.029, -0.008]],
  "nbo_charge": [1.707, -0.247, -0.089, -0.220, 0.189, -0.612, 0.085, -0.056, -0.176, -0.167, -0.166, -0.255, -0.268, 0.251, 0.250, 0.246, 0.237, 0.231, 0.246, 0.244, 0.233, -0.837, -0.157, -0.422, -0.414, -0.220, -0.561, 0.679, -0.755, -0.772, 0.717, -0.691, -0.774, 0.409, 0.399, 0.217, 0.222, 0.234, 0.250, 0.217, 0.203, 0.247, 0.422, 0.427, 0.430, 0.429, 0.434],
  "orbital_gap_ev": [8.78, 6.69],
  "total_charge": 2,
  "e_above_lowest_kj_mol": 0.0,
  "s2": 8.76,
  "mol_weight_da": 384.24,
  "spin_multiplicity": 6
}

Record 2
{
  "formula": "C17H22N2O2S",
  "method": "the ωB97M-V functional and the def2-TZVPD basis",
  "elements": ["C", "H", "H", "H", "O", "C", "O", "C", "C", "C", "C", "C", "C", "H", "H", "N", "C", "N", "H", "C", "H", "C", "C", "C", "C", "C", "C", "C", "H", "H", "H", "H", "H", "H", "H", "H", "H", "H", "H", "H", "S", "H", "H", "H"],
  "positions_angstrom": [[-5.79313, 2.72868, -2.29884], [-6.57628, 3.23278, -1.73840], [-6.18850, 1.84239, -2.79963], [-5.36966, 3.39596, -3.05266], [-4.80176, 2.36040, -1.35329], [-3.73227, 1.71638, -1.85078], [-3.60722, 1.45891, -3.02426], [-2.74067, 1.37177, -0.81089], [-2.91862, 1.70940, 0.53021], [-1.95645, 1.38238, 1.45938], [-0.78724, 0.71915, 1.07287], [-0.62932, 0.34442, -0.26432], [-1.59583, 0.67304, -1.19001], [-1.48695, 0.38565, -2.22480], [0.22336, -0.24457, -0.56570], [0.14930, 0.41176, 2.04945], [1.50303, 0.23077, 1.95852], [2.13863, 0.67241, 0.86456], [1.61028, 1.16898, 0.16226], [3.54203, 0.47080, 0.60775], [3.92136, -0.17609, 1.40133], [3.76507, -0.16586, -0.77002], [3.02202, -1.46222, -0.90251], [1.98006, -1.63764, -1.70738], [1.28041, -2.95869, -1.69117], [0.99800, -3.36056, -0.23571], [2.25532, -3.27977, 0.64518], [3.45113, -2.63922, -0.07907], [4.21154, -2.36079, 0.65018], [3.89190, -3.38303, -0.75095], [2.54887, -4.27584, 0.97885], [2.03802, -2.69383, 1.53870], [0.23014, -2.69118, 0.15876], [0.58624, -4.37045, -0.21642], [1.91907, -3.71960, -2.15082], [0.34728, -2.91841, -2.25410], [1.61842, -0.86005, -2.36542], [3.43514, 0.52742, -1.54790], [4.83692, -0.33459, -0.89458], [4.06837, 1.43105, 0.66066], [2.27449, -0.44927, 3.25517], [-0.20364, 0.30685, 2.99196], [-2.09474, 1.64255, 2.49875], [-3.81237, 2.23129, 0.83265]],
  "forces_ev_per_a": [[-0.176, 0.029, -0.402], [0.047, -0.028, -0.015], [0.007, 0.098, 0.038], [-0.071, -0.050, 0.061], [0.244, -0.078, 0.344], [-0.124, 0.020, -0.348], [-0.045, 0.034, 0.141], [0.213, -0.097, 0.193], [-0.007, -0.098, -0.234], [0.206, -0.065, 0.040], [-0.332, 0.192, -0.454], [0.041, -0.041, 0.172], [-0.309, 0.225, -0.017], [0.016, -0.029, -0.092], [0.066, -0.030, -0.005], [-0.159, 0.017, 0.225], [0.161, 0.182, 0.091], [-0.516, 0.086, -0.055], [-0.033, -0.060, 0.059], [0.456, -0.047, -0.171], [-0.015, 0.166, -0.102], [-0.230, -0.014, 0.097], [0.165, 0.191, -0.115], [0.031, -0.101, -0.081], [-0.158, -0.020, 0.127], [-0.009, -0.109, -0.071], [0.002, -0.046, 0.059], [-0.126, -0.041, 0.121], [0.086, -0.022, -0.004], [0.099, 0.002, 0.012], [-0.005, -0.013, 0.055], [0.043, -0.051, 0.022], [-0.037, -0.025, -0.009], [-0.076, 0.008, 0.045], [-0.044, -0.063, -0.097], [0.042, -0.065, -0.068], [0.042, 0.221, -0.075], [0.061, 0.011, -0.076], [0.052, 0.083, -0.038], [-0.009, -0.129, 0.077], [0.253, -0.277, 0.572], [0.204, -0.074, -0.163], [0.005, 0.067, 0.099], [-0.058, 0.041, 0.044]],
  "nbo_charge": [-0.258, 0.195, 0.194, 0.194, -0.511, 0.784, -0.598, -0.217, -0.133, -0.254, 0.181, -0.310, -0.074, 0.229, 0.233, -0.605, 0.302, -0.590, 0.404, -0.224, 0.244, -0.434, 0.025, -0.208, -0.446, -0.390, -0.407, -0.446, 0.216, 0.212, 0.205, 0.226, 0.198, 0.208, 0.206, 0.215, 0.199, 0.203, 0.221, 0.201, -0.269, 0.426, 0.217, 0.233],
  "orbital_gap_ev": 8.45,
  "e_above_lowest_kj_mol": 152.2,
  "mol_weight_da": 318.44,
  "spin_multiplicity": 1,
  "smiles": "COC(=O)c1ccc(NC(=S)NCCC2=CCCCC2)cc1"
}

Record 3
{
  "formula": "C17H22N2O2S",
  "method": "the ωB97M-V functional and the def2-TZVPD basis",
  "elements": ["C", "C", "C", "C", "N", "C", "C", "H", "C", "H", "H", "H", "N", "S", "O", "O", "C", "C", "C", "C", "C", "C", "H", "H", "C", "H", "H", "C", "C", "H", "H", "H", "C", "H", "H", "H", "H", "H", "H", "H", "H", "H", "H", "H"],
  "positions_angstrom": [[1.39877, 2.79174, -2.07138], [2.08262, 2.00986, -0.99406], [1.66109, 0.72972, -0.66888], [2.32448, 0.05247, 0.35106], [3.33595, 0.57632, 1.03213], [3.74059, 1.80380, 0.72872], [3.14161, 2.55381, -0.27378], [3.50110, 3.54756, -0.49438], [4.89016, 2.34206, 1.52305], [4.60952, 3.27201, 2.01420], [5.73549, 2.54723, 0.86849], [5.18710, 1.61415, 2.27150], [1.92667, -1.21083, 0.74154], [1.04707, -2.27470, -0.21439], [1.47391, -2.20793, -1.58028], [1.12643, -3.52711, 0.47422], [-0.60370, -1.61160, -0.08046], [-1.33317, -1.35387, -1.22363], [-2.60504, -0.81972, -1.10901], [-3.14791, -0.54545, 0.14190], [-2.39698, -0.82912, 1.28021], [-1.12584, -1.36294, 1.17347], [-0.53281, -1.58986, 2.04478], [-2.81538, -0.62957, 2.25573], [-4.50143, 0.08534, 0.27288], [-5.05545, -0.40666, 1.07509], [-5.06244, -0.03746, -0.65502], [-4.39707, 1.58726, 0.59765], [-5.78883, 2.16368, 0.84300], [-5.72386, 3.22037, 1.09130], [-6.28204, 1.64917, 1.66457], [-6.40549, 2.05895, -0.04716], [-3.69879, 2.34039, -0.53079], [-3.62774, 3.39872, -0.29058], [-2.69359, 1.95561, -0.68727], [-4.25780, 2.23798, -1.45861], [-3.80255, 1.70065, 1.51067], [-3.18117, -0.61239, -1.99860], [-0.89025, -1.57069, -2.18340], [2.51548, -1.64041, 1.43834], [0.85658, 0.25342, -1.20190], [0.92741, 2.12594, -2.78961], [2.10581, 3.43555, -2.58932], [0.62568, 3.42402, -1.63339]],
  "forces_ev_per_a": [[-0.022, -0.006, 0.041], [0.129, -0.101, 0.200], [0.192, 0.113, 0.053], [-0.080, 0.948, -0.522], [-0.098, -0.545, 0.216], [-0.058, 0.148, -0.096], [-0.104, -0.154, -0.030], [0.056, 0.113, -0.029], [-0.007, 0.019, -0.021], [0.041, 0.081, 0.051], [0.096, 0.047, -0.001], [0.035, -0.004, 0.042], [-0.409, -0.931, -0.238], [0.273, 0.072, 0.348], [-0.244, 0.287, 0.103], [-0.062, 0.132, 0.252], [0.512, -0.165, -0.173], [0.112, -0.055, -0.152], [0.023, -0.065, 0.136], [-0.040, -0.134, -0.128], [0.116, -0.068, -0.072], [-0.085, 0.020, 0.163], [0.017, 0.024, 0.181], [-0.039, 0.016, 0.120], [0.152, 0.242, 0.223], [-0.069, -0.047, -0.034], [-0.075, -0.027, -0.021], [-0.220, 0.011, -0.214], [0.275, -0.075, 0.099], [-0.056, 0.121, 0.019], [-0.110, -0.036, 0.082], [-0.104, -0.001, -0.117], [0.038, -0.076, 0.307], [0.027, 0.121, -0.025], [0.110, 0.035, -0.089], [-0.074, -0.008, -0.160], [-0.007, -0.038, -0.004], [-0.064, 0.022, -0.089], [-0.002, 0.021, -0.147], [0.004, -0.247, 0.045], [-0.076, 0.090, -0.135], [-0.050, 0.006, -0.089], [0.001, 0.047, -0.065], [-0.053, 0.049, -0.031]],
  "nbo_charge": [-0.638, 0.076, -0.321, 0.395, -0.487, 0.248, -0.301, 0.211, -0.643, 0.220, 0.222, 0.233, -0.865, 2.320, -0.924, -0.928, -0.347, -0.186, -0.212, 0.012, -0.160, -0.188, 0.235, 0.208, -0.428, 0.217, 0.209, -0.199, -0.601, 0.210, 0.207, 0.202, -0.612, 0.212, 0.214, 0.200, 0.196, 0.217, 0.245, 0.438, 0.223, 0.221, 0.221, 0.227],
  "orbital_gap_ev": 9.26,
  "e_above_lowest_kj_mol": 167.4,
  "mol_weight_da": 318.44,
  "spin_multiplicity": 1,
  "smiles": "Cc1cc(C)nc(NS(=O)(=O)c2ccc(CC(C)C)cc2)c1"
}

Number 1: DFT total energy -63904.6561 eV. Number 2: DFT total energy -35897.2551 eV. Number 3: DFT total energy -35897.0975 eV.